# C35H39BrClCrN5O2SeSi

A molecular structure, C35H39BrClCrN5O2SeSi (the ωB97M-V functional and the def2-TZVPD basis, the OMol25 dataset).

Summary:
- Charge: +1
- Highest occupied orbital energy (alpha / beta): -9.83 / -10.12 eV
- HOMO-LUMO gap (alpha / beta): 0.26409 / 0.28328 hartree
- Expectation value of S²: 3.893
- 2S+1: 4
- Relative energy (zero: lowest compared OMol25 entry of this formula, charge and spin): 12.99 kcal per mole

Each line ends with the Mulliken spin population.
CARTESIAN COORDINATES (ANGSTROEM)
C (3.285809, -1.716377, -2.746880)  0.01
C (0.740326, -0.650726, -2.646004)  -0.04
H (7.111848, 1.050641, 2.293884)  0.00
Cl (2.890335, -3.433459, -0.733534)  0.00
C (1.552789, 1.691217, 4.168880)  0.00
Br (-4.531172, 5.392346, -0.849675)  0.00
H (-1.832926, 4.604314, -0.053724)  0.00
H (-2.327905, -0.606215, -1.053171)  0.04
C (0.749305, 1.237108, 3.133116)  0.00
H (-2.057059, -2.638235, 4.337624)  0.00
H (1.582737, -1.096657, 6.069335)  0.00
N (-5.482415, -0.064338, -2.092582)  0.00
C (0.583865, -0.895768, 4.191269)  -0.02
C (1.661061, -0.149306, -3.560521)  0.02
H (2.575730, -1.436977, 2.934643)  -0.01
H (-2.194925, -0.937365, 4.810657)  0.00
C (5.377408, 2.225466, 0.412777)  0.00
C (-4.406389, -2.001898, -2.045593)  0.00
H (-3.419106, -3.122996, 1.659934)  0.00
H (-3.258612, -3.829714, -1.956707)  0.00
C (-6.505934, -3.518590, -2.976076)  0.00
H (0.369610, -2.944381, -0.124577)  -0.02
C (-4.278775, 2.601916, -1.254986)  0.00
N (-3.543003, -1.007334, -1.607987)  0.01
H (3.653673, -0.317305, -4.331173)  0.00
C (-6.712816, -2.161940, -2.828779)  0.00
C (-2.299500, 1.322784, -0.761610)  0.05
H (-3.585380, -1.784343, 4.135303)  0.00
H (0.482122, 1.906667, 2.327675)  -0.01
O (-0.352226, 2.316960, 0.051454)  0.01
H (3.227620, -2.341356, 1.548259)  0.00
H (-7.662813, -1.704374, -3.069653)  0.00
H (-7.312503, -4.139677, -3.340619)  0.00
C (-3.608894, 1.378916, -1.224061)  0.00
H (3.983678, -2.495353, 3.152068)  0.00
H (0.257680, -1.925834, 4.182532)  0.00
H (-0.030893, 4.036942, 1.179921)  0.00
C (2.376453, -2.182646, -1.824275)  0.00
H (0.314208, 4.182994, -0.569413)  0.00
H (-5.158686, -5.182821, -2.794871)  0.00
C (5.635644, -0.531785, 2.718452)  0.00
H (6.036481, -1.199310, 3.459040)  0.00
H (1.370558, 0.638326, -4.242918)  0.00
H (-0.276816, -0.276348, -2.652904)  -0.02
C (0.372530, 3.530337, 0.301815)  0.00
H (-1.720231, -3.373381, 1.258680)  0.00
H (5.157193, 1.966648, -0.620358)  0.00
C (0.253805, -0.070227, 3.107723)  0.01
C (6.160933, 0.571006, 2.150645)  0.00
C (1.857788, 0.863108, 5.239799)  0.00
C (2.933151, -0.683123, -3.612130)  -0.03
H (-4.016820, -0.017077, 1.071283)  0.00
H (-5.299097, 2.670019, -1.605980)  0.00
C (-2.311216, 3.694974, -0.382420)  0.00
H (-4.078289, 0.336449, 2.792639)  0.00
H (4.698067, 3.013546, 0.732742)  0.00
N (4.381664, -0.714554, 2.169807)  0.00
H (1.919712, 2.710494, 4.151663)  0.00
H (-2.754834, -2.389589, 0.209918)  0.00
N (5.221847, 1.050695, 1.257688)  0.00
H (4.272828, -2.156883, -2.785978)  0.00
H (2.465290, 1.222348, 6.059556)  0.00
C (-4.208630, -3.372037, -2.198356)  0.00
O (-1.640887, 0.131253, -0.694257)  -0.11
C (-1.644662, 2.483908, -0.362292)  -0.04
C (-3.628682, 3.737130, -0.829960)  0.00
C (0.091330, -2.078902, -0.714266)  -0.17
Si (-2.146124, -1.152136, 2.308044)  0.02
C (-4.218865, 0.120311, -1.645320)  0.00
C (-5.637023, -1.420180, -2.354469)  0.00
C (-5.272399, -4.115379, -2.664897)  0.00
H (1.399569, 3.236297, 0.483728)  0.00
Se (2.660807, 0.538113, 0.190541)  0.00
C (4.134021, 0.255869, 1.280236)  0.02
H (-6.187502, 0.643530, -2.201766)  0.00
C (3.479778, -1.818167, 2.467991)  0.03
Cr (0.173217, -0.260189, 0.229352)  3.22
C (-2.499186, -1.676383, 4.069893)  0.00
H (6.403743, 2.571318, 0.495797)  0.00
C (-3.400464, 0.213287, 1.945756)  0.00
H (-0.908724, -2.198455, -1.125604)  -0.02
H (-2.910083, 1.175471, 1.778263)  0.00
N (-0.517619, -0.536420, 2.014443)  0.01
C (1.355261, -0.431714, 5.245342)  0.00
C (-2.528869, -2.641073, 1.245738)  0.01
C (1.071903, -1.670192, -1.741874)  0.02

Cartesian forces (eV/Å) of the 3 atoms listed first:
C 0.0 0.0 0.0
C 0.0 0.1 0.0
H 0.0 0.0 0.0

# C5H7N

A molecular structure, C5H7N (the ωB97M-V functional and the def2-TZVPD basis, the OMol25 dataset).

Summary:
- Charge: 0
- Highest occupied orbital energy (alpha / beta): -8.20 / -8.20 eV
- HOMO-LUMO gap (alpha / beta): 0.29852 / 0.29855 hartree
- Relative energy (zero: lowest compared OMol25 entry of this formula, charge and spin): 103.36 kcal per mole

Each line ends with the Mulliken charge.
CARTESIAN COORDINATES (ANGSTROEM)
C (-0.271566, 1.444912, -1.104836)  -1.01
H (-0.800778, 1.499874, -2.059941)  0.31
H (-0.940556, 1.842001, -0.332204)  0.31
H (0.656107, 2.018351, -1.157590)  0.29
H (-0.460165, -1.712354, 1.753350)  0.35
H (-1.035376, -1.638390, -0.503089)  0.35
C (1.214916, -0.760405, 0.673106)  -0.07
H (-0.541033, 0.060247, 1.776420)  0.21
C (1.355945, -0.403778, -0.646190)  -0.62
H (2.046003, -0.902878, 1.362605)  0.39
N (-1.000907, -0.698334, -0.105265)  -0.43
C (0.047577, 0.040430, -0.762168)  0.55
C (-0.234314, -0.810624, 1.178935)  -0.63

Cartesian forces (eV/Å) of the 3 atoms listed first:
C 0.0 0.0 -0.1
H 0.0 0.0 0.0
H 0.0 -0.1 -0.2

# C19H18Cl4N4O5OsPSSbSe4

A molecular structure, C19H18Cl4N4O5OsPSSbSe4 in a non-equilibrium geometry (the ωB97M-V functional and the def2-TZVPD basis, the OMol25 dataset).

Summary:
- Charge: -2
- Highest occupied orbital energy (alpha / beta): -2.18 / -2.17 eV
- HOMO-LUMO gap (alpha / beta): 0.20416 / 0.20158 hartree

Each line ends with the Mulliken charge.
CARTESIAN COORDINATES (ANGSTROEM)
C (-0.391746, 0.993725, 2.434981)  0.46
Cl (6.112372, -2.594699, -0.812693)  -0.24
N (-0.292295, 1.786285, 1.338914)  -0.48
N (-0.687397, 1.442808, 3.650209)  -0.56
H (-4.635602, -1.227594, -1.089984)  0.35
O (0.380379, -1.441384, -0.915827)  -1.03
O (-2.008196, -0.099941, -0.665616)  -0.95
Se (0.257725, 1.974317, -1.836547)  -0.52
N (-0.139147, -0.276748, 2.032191)  -0.64
C (3.538981, -3.208710, -1.391892)  0.34
H (-4.439143, 0.904083, -2.610785)  0.36
H (-0.480612, -0.844434, -3.152011)  0.24
C (-5.302145, -1.297213, 2.574180)  1.17
Cl (4.137725, -4.709248, -2.016201)  -0.25
C (4.412483, -2.266950, -0.855455)  0.23
O (-0.389022, -2.714853, 1.978649)  -0.70
C (-3.369114, 0.926582, -2.828596)  -0.94
C (-0.801662, 2.764663, 3.759120)  -0.24
Cl (4.983952, 0.104918, 0.361838)  -0.24
H (-5.124596, 0.129962, 4.170308)  0.27
H (-3.201608, 0.908961, -3.906939)  0.15
C (-4.589396, -0.527059, 3.493565)  -0.83
H (-2.653167, -0.044869, 4.290043)  0.52
O (-0.439110, -1.560034, 4.173921)  -0.70
H (-1.875770, -1.215241, -4.158985)  0.43
Sb (-0.602010, 3.316105, -4.120221)  0.68
H (-2.956712, 1.863512, -2.449679)  0.11
H (-0.273610, 3.678779, 0.551223)  0.44
C (-1.466948, -1.302387, -3.152921)  -1.09
H (-1.050301, 3.132851, 4.750140)  0.41
N (-6.690893, -1.198435, 2.493932)  -0.57
C (-0.630053, 3.650407, 2.708082)  -0.84
C (2.171332, -2.937667, -1.419497)  0.25
H (-7.153901, -0.842018, 3.312060)  0.22
C (-3.210185, -0.608586, 3.553676)  -0.52
Se (1.625572, 4.019949, -4.629529)  -0.62
H (-5.151955, -2.742217, 0.995362)  0.22
C (-4.604012, -2.137887, 1.708906)  -0.90
H (-2.666977, -2.829058, 1.067230)  0.56
S (-0.767689, -1.582382, 2.774315)  1.10
P (-2.574075, -0.461719, -2.021309)  1.30
C (2.561361, -0.775356, -0.377247)  0.47
H (-1.373982, -2.344495, -2.843821)  0.32
H (-0.713633, 4.718337, 2.838631)  0.38
Cl (1.038943, -4.085155, -2.047746)  -0.24
C (-2.526198, -1.436763, 2.673031)  -0.47
C (3.928768, -1.064870, -0.344350)  0.17
O (2.044179, 0.323171, 0.103226)  -1.00
C (1.683277, -1.735356, -0.935360)  -0.65
Se (-2.067387, 4.904558, -3.001474)  -0.71
Se (-1.641312, 1.776757, -5.681023)  -0.66
H (-7.162320, -1.981833, 2.075416)  0.21
C (-3.222145, -2.192045, 1.742903)  0.06
H (-3.479508, -2.562702, -1.306877)  0.32
Os (0.021975, 0.298944, -0.132338)  3.77
H (-4.369852, -1.917761, -2.712356)  0.49
C (-3.898392, -1.664202, -1.761428)  -1.58
C (-0.378376, 3.098867, 1.460478)  0.13

Cartesian forces (eV/Å) of the 3 atoms listed first:
C 0.1 0.2 0.2
Cl 0.0 0.0 0.0
N 0.2 -0.2 -0.3

Number 1: total energy -232681.4990 eV. Number 2: total energy -6784.0306 eV. Number 3: total energy -376803.1304 eV.